Record 1
ORCA calculation (the ωB97M-V functional and the def2-TZVPD basis) on a cluster of 2 separate species, C3H8NO in total.

Structure (ORCA input):
```
! RIJCOSX wB97M-V def2-TZVPD def2/J DEFGRID3
* xyz 0 2
C -2.232 0.313 1.350
O -1.336 1.203 0.678
H -3.352 0.525 1.139
H -2.196 0.374 2.451
H -2.120 -0.717 1.038
C 2.633 -0.794 -1.042
C 1.496 -0.071 -0.546
N 0.265 0.304 -1.009
H 2.485 -1.067 -2.168
H 3.577 -0.811 -0.615
H 1.638 0.304 0.426
H -0.233 -0.166 -1.734
H -0.626 0.603 0.034
*
```

natural (NBO) population analysis, charges in e, atoms 1 to 6:
1. C -0.25
2. O -0.79
3. H 0.15
4. H 0.16
5. H 0.15
6. C -0.26

---

Record 2
ORCA calculation (the ωB97M-V functional and the def2-TZVPD basis) on a cluster of 2 separate species, C3H8NO in total.

Structure (ORCA input):
```
! RIJCOSX wB97M-V def2-TZVPD def2/J DEFGRID3
* xyz 1 1
C 0.995 1.388 1.813
N 0.280 0.334 1.724
H 0.714 2.182 2.494
H 1.868 1.399 1.170
H 0.385 -0.296 0.883
H -0.263 -0.093 2.469
C -1.054 0.347 -1.795
C -0.694 -0.874 -1.440
O 0.335 -1.123 -0.505
H -1.890 0.477 -2.465
H -0.667 1.239 -1.314
H -1.269 -1.762 -1.674
H 0.928 -1.705 -1.013
*
```

natural (NBO) population analysis, charges in e, atoms 1 to 6:
1. C 0.16
2. N -0.59
3. H 0.24
4. H 0.23
5. H 0.46
6. H 0.44

---

Table of calculated total energy (eV), in record order: -6774.370, -6769.621